ORCA calculation (wB97M-V/def2-TZVPD) on one molecule with the formula ClH2NOS2 at a distorted geometry.

Geometry as ORCA input:
```
! wB97M-V def2-TZVPD RIJCOSX def2/J DEFGRID3
* xyz 0 1
O 1.56 0.39 -0.75
S 0.61 -0.43 -0.07
S 0.07 -2.28 -0.57
N -0.79 0.50 0.18
Cl -0.98 2.26 0.35
H 1.23 -0.63 1.15
H -1.70 0.19 -0.28
*
```

Summary:
**SMILES**: O=[S@H](=S)NCl
**Energy above the lowest of the compared OMol25 structures with the same formula, charge and spin**: 202.7 kJ/mol
**HOMO energy**: -0.3631 Eh
**Energy**: -37759.6815 eV

ORCA calculation (wB97M-V/def2-TZVPD) on ClH2NP2 as an isolated structure at a distorted geometry.

Geometry as ORCA input:
```
! wB97M-V def2-TZVPD RIJCOSX def2/J DEFGRID3
* xyz 0 1
N -0.56 0.00 2.87
P 0.87 -0.32 2.31
P 0.37 0.25 0.27
Cl -0.78 -0.12 4.53
H 1.37 -0.64 -0.36
H 1.14 1.34 0.40
*
```

Summary:
**Energy above the lowest of the compared OMol25 structures with the same formula, charge and spin**: 213.1 kJ/mol
**HOMO energy**: -0.3422 Eh
**Energy**: -32620.1114 eV

ORCA calculation (wB97M-V/def2-TZVPD) on one molecule with the formula ClH2NS at a distorted geometry.

Geometry as ORCA input:
```
! wB97M-V def2-TZVPD RIJCOSX def2/J DEFGRID3
* xyz 0 1
S 1.09 0.68 0.08
N -0.07 -0.51 0.08
Cl -1.78 0.16 0.00
H 0.99 0.52 -1.17
H -0.23 -0.84 1.01
*
```

Summary:
**SMILES**: SNCl
**Energy above the lowest of the compared OMol25 structures with the same formula, charge and spin**: 106.0 kJ/mol
**HOMO energy**: -0.3490 Eh
**Energy**: -24878.1409 eV

ORCA calculation (wB97M-V/def2-TZVPD) on a 2-piece molecular cluster, ClH2O overall at a distorted geometry.

Geometry as ORCA input:
```
! wB97M-V def2-TZVPD RIJCOSX def2/J DEFGRID3
* xyz -1 1
O -0.52 0.31 -0.83
H -0.64 1.27 -0.64
H -0.28 -0.09 0.04
Cl 1.45 -1.49 1.42
*
```

Summary:
**Energy above the lowest of the compared OMol25 structures with the same formula, charge and spin**: 20.4 kJ/mol
**HOMO energy**: -0.1370 Eh
**Energy**: -14604.5707 eV

ORCA calculation (wB97M-V/def2-TZVPD) on a 2-piece molecular cluster, ClH2O2PS overall at a distorted geometry.

Geometry as ORCA input:
```
! wB97M-V def2-TZVPD RIJCOSX def2/J DEFGRID3
* xyz 0 1
O 4.53 -0.51 1.68
P 4.37 -0.49 0.23
S 4.24 -1.94 -1.05
Cl 4.28 1.35 -0.40
O 0.05 0.76 0.10
H -0.36 -0.03 -0.05
H -0.41 1.58 -0.29
*
```

Summary:
**SMILES**: O=P(=S)Cl.O
**Energy above the lowest of the compared OMol25 structures with the same formula, charge and spin**: 176.5 kJ/mol
**HOMO energy**: -0.3755 Eh
**Energy**: -36774.6955 eV

ORCA calculation (wB97M-V/def2-TZVPD) on a 2-piece molecular cluster, ClH2OPS overall at a distorted geometry.

Geometry as ORCA input:
```
! wB97M-V def2-TZVPD RIJCOSX def2/J DEFGRID3
* xyz 0 1
O -0.66 -1.15 -0.45
P -1.64 -0.36 0.22
S -1.01 1.70 -0.02
H -1.66 2.21 1.02
Cl 2.12 -0.78 -0.04
H 2.85 -1.61 -0.73
*
```

Summary:
**SMILES**: O=PS.Cl
**Energy above the lowest of the compared OMol25 structures with the same formula, charge and spin**: 130.7 kJ/mol
**HOMO energy**: -0.3605 Eh
**Energy**: -34726.6308 eV

ORCA calculation (wB97M-V/def2-TZVPD) on one molecule with the formula ClH2OPS2 at a distorted geometry.

Geometry as ORCA input:
```
! wB97M-V def2-TZVPD RIJCOSX def2/J DEFGRID3
* xyz 0 1
O 0.65 0.31 -1.56
P -0.30 0.07 0.06
S -1.22 -1.67 0.05
S 1.32 0.18 1.33
Cl -1.22 1.80 0.24
H -0.12 0.10 -2.15
H 0.88 -0.80 2.03
*
```

Summary:
**SMILES**: O[P@@](=S)(S)Cl
**Energy above the lowest of the compared OMol25 structures with the same formula, charge and spin**: 71.8 kJ/mol
**HOMO energy**: -0.3564 Eh
**Energy**: -45562.9175 eV

ORCA calculation (wB97M-V/def2-TZVPD) on one molecule with the formula ClH2PS at a distorted geometry.

Geometry as ORCA input:
```
! wB97M-V def2-TZVPD RIJCOSX def2/J DEFGRID3
* xyz 0 1
P -0.02 0.67 -0.96
S -0.90 -1.12 -0.07
Cl -0.38 -1.14 1.88
H 0.09 1.40 0.23
H 1.21 0.19 -1.08
*
```

Summary:
**SMILES**: PSCl
**Energy above the lowest of the compared OMol25 structures with the same formula, charge and spin**: 93.3 kJ/mol
**HOMO energy**: -0.3382 Eh
**Energy**: -32678.2991 eV